(P)
Density functional theory data (wB97M-V/def2-TZVPD) for an isolated molecule of C4H8ClN.

Positions of all 14 atoms, in Å:
C  0.742  -1.416  0.192
C  -0.501  0.734  1.247
C  -0.024  0.990  -1.113
C  -0.389  0.076  -0.017
N  1.008  -1.861  -0.913
Cl  -1.862  -0.855  -0.318
H  0.814  -1.767  1.264
H  0.460  0.898  1.909
H  -1.126  0.139  1.935
H  -0.914  1.759  1.018
H  -0.794  1.682  -1.431
H  0.704  1.721  -0.706
H  0.284  0.564  -2.069
H  1.597  -2.666  -0.999

- frontier orbital gap (eV) = 9.8
- molar mass (g mol⁻¹) = 105.6
- E_HOMO (eV) = -8.9

These are the Löwdin partial charges, in e, on atoms 1 to 6:
1. C -0.175
2. C -0.203
3. C -0.142
4. C -0.903
5. N 0.074
6. Cl 0.643

***

(Q)
Density functional theory data (wB97M-V/def2-TZVPD) for an isolated molecule of C4H8ClN.

Positions of all 14 atoms, in Å:
C  -1.358  -0.445  0.106
C  1.100  -0.686  -0.695
C  0.484  1.370  0.686
C  0.120  0.364  -0.434
N  -1.263  -1.646  0.398
Cl  -2.755  0.641  -0.086
H  1.652  -0.866  0.254
H  0.616  -1.565  -1.082
H  1.915  -0.284  -1.393
H  1.305  2.048  0.421
H  0.828  0.661  1.527
H  -0.488  1.937  0.995
H  -0.075  0.758  -1.367
H  -2.080  -2.288  0.669

- frontier orbital gap (eV) = 10.9
- molar mass (g mol⁻¹) = 105.6
- E_HOMO (eV) = -9.9

These are the Löwdin partial charges, in e, on atoms 1 to 6:
1. C -0.714
2. C -0.138
3. C -0.093
4. C -0.412
5. N 0.080
6. Cl 0.583

***

(R)
Density functional theory data (wB97M-V/def2-TZVPD) for a cluster of 2 separate species, C4H8ClN in total.

Positions of all 14 atoms, in Å:
C  -1.415  -0.497  -1.327
C  -1.658  -0.336  -0.046
C  0.933  -0.792  -0.491
C  1.213  1.388  0.647
N  1.163  -0.135  0.603
Cl  1.007  -2.457  -0.131
H  -1.070  -1.436  -1.814
H  -1.336  0.401  -1.944
H  -2.153  0.526  0.552
H  -1.624  -1.224  0.445
H  0.466  1.758  1.389
H  2.174  1.621  0.988
H  1.017  1.888  -0.385
H  1.283  -0.706  1.514

- frontier orbital gap (eV) = 9.1
- molar mass (g mol⁻¹) = 105.6
- E_HOMO (eV) = -8.1

These are the Löwdin partial charges, in e, on atoms 1 to 6:
1. C -0.138
2. C -0.143
3. C -0.641
4. C -0.057
5. N -0.221
6. Cl 0.600

***

Best to worst by energy: (Q), (P), (R).

***

(P)
Density functional theory data (wB97M-V/def2-TZVPD) for an isolated molecule of C3H6ClP.

Positions of all 11 atoms, in Å:
C  -0.085  1.060  0.024
C  0.292  -1.434  -0.110
C  -0.414  -0.304  0.586
P  1.055  1.435  -1.170
Cl  -1.320  2.228  0.664
H  0.449  -1.306  -1.091
H  -0.181  -2.340  0.171
H  1.293  -1.495  0.252
H  -1.581  -0.477  0.556
H  -0.057  -0.225  1.647
H  0.548  2.859  -1.529

- frontier orbital gap (eV) = 9.2
- molar mass (g mol⁻¹) = 108.5
- E_HOMO (eV) = -9.3

These are the Löwdin partial charges, in e, on atoms 1 to 6:
1. C -1.061
2. C -0.152
3. C -0.393
4. P 0.800
5. Cl 0.492
6. H 0.005

***

(Q)
Density functional theory data (wB97M-V/def2-TZVPD) for an isolated molecule of C3H6ClP.

Positions of all 11 atoms, in Å:
C  0.713  -0.667  0.219
C  -0.663  1.193  -0.483
C  -0.651  -0.267  -0.300
P  0.952  -1.017  1.839
Cl  1.872  -0.699  -0.964
H  -0.258  1.781  0.321
H  -1.683  1.425  -0.374
H  -0.381  1.454  -1.443
H  -1.392  -0.498  0.457
H  -0.730  -1.077  -1.087
H  2.220  -1.628  1.816

- frontier orbital gap (eV) = 9.0
- molar mass (g mol⁻¹) = 108.5
- E_HOMO (eV) = -8.9

These are the Löwdin partial charges, in e, on atoms 1 to 6:
1. C -1.223
2. C -0.127
3. C -0.392
4. P 0.809
5. Cl 0.672
6. H 0.090

***

Best to worst by energy: (P), (Q).

***

(P)
Density functional theory data (wB97M-V/def2-TZVPD) for the ion C3H9N4 with charge +1.

Positions of all 16 atoms, in Å:
C  1.195  -1.148  0.187
C  1.461  0.286  0.837
C  -1.441  0.922  -1.301
N  -0.211  -1.006  -0.240
N  -1.217  0.587  1.287
N  0.188  0.986  0.757
N  -0.725  0.194  0.009
H  2.022  -1.264  -0.420
H  1.187  -1.921  0.963
H  1.908  0.358  1.773
H  2.065  0.806  0.077
H  -2.037  1.762  -1.055
H  -0.646  0.994  -2.042
H  -1.965  0.078  -1.786
H  -0.544  -1.506  -1.046
H  -1.240  -0.130  2.000

- frontier orbital gap (eV) = 11.5
- molar mass (g mol⁻¹) = 101.1
- total charge = +1
- E_HOMO (eV) = -14.5

These are the Löwdin partial charges, in e, on atoms 1 to 6:
1. C -0.074
2. C -0.074
3. C 0.150
4. N 0.038
5. N 0.210
6. N 0.038

***

(Q)
Density functional theory data (wB97M-V/def2-TZVPD) for the ion C3H9N4 with charge +1.

Positions of all 16 atoms, in Å:
C  0.572  2.043  0.179
C  0.243  1.526  -1.141
C  0.386  0.047  1.497
N  0.607  1.437  1.265
N  0.319  -0.812  0.296
N  0.111  -2.178  0.545
N  -0.592  -0.253  -0.661
H  0.823  3.190  0.187
H  -0.519  2.107  -1.573
H  1.110  1.221  -1.784
H  1.132  -0.397  2.125
H  -0.533  -0.042  2.020
H  -0.824  -2.429  0.450
H  0.819  -2.804  0.100
H  -1.625  -0.252  -0.378
H  -0.596  -0.632  -1.663

- frontier orbital gap (eV) = 8.8
- molar mass (g mol⁻¹) = 101.1
- total charge = +1
- E_HOMO (eV) = -13.9

These are the Löwdin partial charges, in e, on atoms 1 to 6:
1. C -0.203
2. C 0.151
3. C -0.171
4. N 0.085
5. N -0.247
6. N 0.078

***

(R)
Density functional theory data (wB97M-V/def2-TZVPD) for the ion C3H9N4 with charge +1.

Positions of all 16 atoms, in Å:
C  -0.928  -0.951  -0.839
C  -0.080  -1.745  -0.240
C  -0.777  0.485  -0.305
N  0.505  0.438  0.426
N  -1.802  0.898  0.618
N  1.769  0.811  -0.511
N  0.745  -0.935  0.719
H  -1.632  -1.319  -1.526
H  0.362  -2.788  -0.099
H  -0.640  1.160  -1.145
H  -2.338  1.828  0.339
H  -2.432  0.163  0.904
H  1.890  1.779  -0.224
H  1.460  0.711  -1.512
H  0.276  -1.132  1.661
H  1.695  -1.121  0.644

- frontier orbital gap (eV) = 10.7
- molar mass (g mol⁻¹) = 101.1
- total charge = +1
- E_HOMO (eV) = -14.0

These are the Löwdin partial charges, in e, on atoms 1 to 6:
1. C 0.021
2. C -0.003
3. C -0.383
4. N -0.078
5. N 0.065
6. N 0.109

***

Best to worst by energy: (R), (Q), (P).